Model one:
{"formula": "C24H48O24", "method": "ωB97M-V with the def2-TZVPD basis set", "molar_mass_g_mol": 720.6, "smiles": "COC(=O)OC.COC(=O)OC.COC(=O)OC.COC(=O)OC.COC(=O)OC.COC(=O)OC.COC(=O)OC.COC(=O)OC", "total_charge": 0, "symbols": ["C", "O", "C", "O", "O", "C", "H", "H", "H", "H", "H", "H", "C", "O", "C", "O", "O", "C", "H", "H", "H", "H", "H", "H", "C", "O", "C", "O", "O", "C", "H", "H", "H", "H", "H", "H", "C", "O", "C", "O", "O", "C", "H", "H", "H", "H", "H", "H", "C", "O", "C", "O", "O", "C", "H", "H", "H", "H", "H", "H", "C", "O", "C", "O", "O", "C", "H", "H", "H", "H", "H", "H", "C", "O", "C", "O", "O", "C", "H", "H", "H", "H", "H", "H", "C", "O", "C", "O", "O", "C", "H", "H", "H", "H", "H", "H"], "positions_angstrom": [[2.8213, -1.7603, 5.3383], [2.6573, -0.6813, 4.4673], [2.1073, 0.3797, 4.9893], [1.4803, 0.4067, 6.1833], [2.1503, 1.4407, 4.2193], [1.5823, 2.7307, 4.6613], [3.4293, -1.5253, 6.2303], [3.1273, -2.6593, 4.7493], [1.9153, -2.0113, 5.6963], [2.3733, 3.2847, 5.4543], [0.3663, 2.4857, 5.0653], [1.8003, 3.4537, 3.8403], [-3.6237, 0.7617, -3.2247], [-4.9347, 0.3487, -3.2487], [-5.2457, -0.9353, -3.7137], [-4.4547, -1.8403, -3.9007], [-6.5657, -1.1233, -4.0127], [-7.0637, -2.4363, -4.1567], [-3.2607, 1.0127, -4.1527], [-2.9247, -0.2003, -3.0487], [-3.4537, 1.4337, -2.3307], [-6.8327, -3.1363, -3.2047], [-6.8757, -3.1443, -5.2337], [-8.0567, -2.4003, -3.9977], [-3.9067, 4.2657, -3.7727], [-2.8357, 4.0587, -2.7747], [-3.2497, 4.0277, -1.5927], [-4.4247, 3.8297, -1.1937], [-2.2607, 3.8037, -0.7587], [-2.4137, 3.5347, 0.6113], [-3.4257, 4.0177, -4.6977], [-4.0497, 5.2797, -3.7987], [-4.7167, 3.7717, -3.7407], [-3.1557, 4.2497, 0.8573], [-1.5077, 3.5967, 1.0123], [-2.9257, 2.6057, 0.9803], [-0.9467, 0.4167, 3.1203], [-0.6127, 1.2077, 2.0413], [-0.6357, 0.4677, 0.8333], [-1.0237, -0.6393, 0.4833], [-0.1297, 1.2667, -0.1947], [0.0503, 0.6247, -1.6017], [-0.1937, -0.3663, 3.3003], [-1.9697, 0.0747, 3.0583], [-0.6327, 0.9447, 4.1723], [0.7263, -0.1383, -1.4947], [0.3243, 1.4037, -2.1097], [-0.7657, 0.1837, -2.0467], [1.2573, 4.4197, -0.6787], [2.3263, 5.2177, -0.3967], [3.5233, 4.5167, -0.0297], [3.6553, 3.2887, -0.1677], [4.4613, 5.2877, 0.5373], [5.5583, 4.7777, 1.2703], [1.2503, 3.9457, -1.6087], [0.3163, 5.1047, -0.4337], [1.0303, 3.6557, 0.1193], [6.3723, 5.5617, 1.6873], [6.1933, 4.2257, 0.5653], [5.3013, 4.0707, 2.1723], [6.5943, -3.3323, 2.7853], [5.1813, -3.4803, 2.5533], [4.6673, -2.5063, 1.8193], [5.2383, -1.5043, 1.4343], [3.5253, -2.8373, 1.3363], [2.5373, -1.8563, 1.0153], [6.6433, -2.4323, 3.3123], [7.2303, -3.3513, 1.8053], [7.0243, -4.1373, 3.4013], [2.9273, -1.1713, 0.2663], [2.3843, -1.2553, 1.8863], [1.5013, -2.1563, 0.6933], [-6.2587, -5.9093, 0.8523], [-5.9057, -4.7893, -0.0367], [-5.1097, -3.8773, 0.4203], [-4.4987, -4.0153, 1.5463], [-4.7737, -2.8073, -0.3947], [-3.7937, -1.8723, -0.0517], [-5.2317, -6.4173, 1.0723], [-6.7157, -6.6013, 0.1633], [-7.0117, -5.4513, 1.6493], [-3.4757, -1.6903, 1.0663], [-3.8617, -0.8563, -0.2117], [-2.8917, -2.2803, -0.5567], [2.6913, -3.9513, -2.1757], [3.6593, -3.2783, -2.8997], [3.6693, -1.9493, -3.1807], [2.7353, -1.2173, -2.7647], [4.7433, -1.5563, -3.9327], [5.0593, -0.1973, -4.2047], [1.5643, -3.5063, -2.5957], [2.6323, -3.7013, -1.0677], [2.6893, -5.0293, -2.4327], [5.4653, -0.0213, -5.3457], [5.9563, 0.2307, -3.5587], [4.1263, 0.3217, -4.0717]], "lowdin_charge": [-0.0383, 0.0117, -0.5465, -0.0267, -0.0450, -0.0321, 0.1211, 0.1186, 0.0501, 0.1448, 0.1676, 0.0728, -0.0874, -0.0200, -0.4891, 0.1073, -0.0215, -0.0926, 0.0656, 0.1282, 0.1156, 0.1355, 0.1764, 0.0174, 0.0507, 0.0678, -0.6658, 0.0707, -0.0012, -0.0287, 0.1040, 0.0819, 0.0276, 0.0886, 0.0373, 0.1227, -0.0928, -0.0402, -0.4613, 0.0987, -0.0411, 0.0963, 0.0917, 0.0964, 0.1212, 0.0512, 0.0346, 0.0546, -0.1244, -0.0360, -0.4608, 0.0931, -0.0260, -0.0806, 0.0712, 0.1374, 0.0955, 0.1329, 0.0797, 0.1253, -0.0337, 0.0045, -0.6704, 0.1187, 0.0125, -0.0231, 0.0667, 0.1376, 0.0936, 0.0935, 0.0710, 0.1140, -0.0029, -0.0243, -0.5166, 0.0133, -0.0181, -0.0942, 0.1318, 0.0693, 0.1488, 0.1215, 0.0457, 0.1067, -0.0803, -0.0378, -0.4740, 0.0534, -0.0334, -0.0673, 0.1606, 0.0873, 0.0928, 0.1372, 0.1260, 0.0641]}

***

Model two:
{"formula": "C24H48O24", "method": "ωB97M-V with the def2-TZVPD basis set", "molar_mass_g_mol": 720.6, "smiles": "COC(=O)OC.COC(=O)OC.COC(=O)OC.COC(=O)OC.COC(=O)OC.COC(=O)OC.COC(=O)OC.COC(=O)OC", "total_charge": 0, "symbols": ["C", "O", "C", "O", "O", "C", "H", "H", "H", "H", "H", "H", "C", "O", "C", "O", "O", "C", "H", "H", "H", "H", "H", "H", "C", "O", "C", "O", "O", "C", "H", "H", "H", "H", "H", "H", "C", "O", "C", "O", "O", "C", "H", "H", "H", "H", "H", "H", "C", "O", "C", "O", "O", "C", "H", "H", "H", "H", "H", "H", "C", "O", "C", "O", "O", "C", "H", "H", "H", "H", "H", "H", "C", "O", "C", "O", "O", "C", "H", "H", "H", "H", "H", "H", "C", "O", "C", "O", "O", "C", "H", "H", "H", "H", "H", "H"], "positions_angstrom": [[-2.9289, 3.9101, -0.7513], [-4.2999, 3.7619, -0.5556], [-4.6785, 2.9563, 0.5193], [-4.0039, 2.1153, 1.1175], [-6.0347, 3.1211, 0.7440], [-6.7768, 4.2043, 0.1947], [-2.7096, 4.3814, -1.7094], [-2.3644, 2.9812, -0.6708], [-2.5476, 4.5526, 0.0423], [-7.6738, 4.2981, 0.8068], [-6.9976, 3.9941, -0.8518], [-6.1480, 5.0846, 0.3276], [3.2858, 1.4769, -3.3564], [2.1311, 0.6985, -3.4085], [1.0283, 1.1378, -3.9993], [0.9313, 2.2699, -4.4879], [-0.0425, 0.2457, -3.8467], [-0.0561, -0.9624, -3.1002], [3.6883, 1.7800, -4.3230], [4.0547, 0.8600, -2.8912], [3.2128, 2.4413, -2.8538], [0.3063, -1.6953, -3.8211], [-1.0887, -1.1740, -2.8226], [0.5746, -0.9961, -2.2118], [3.8752, -1.8686, 5.3565], [3.5334, -0.5179, 5.1127], [2.1911, -0.1562, 5.1059], [1.2456, -0.8149, 5.4684], [2.0955, 0.9471, 4.4455], [0.8543, 1.6752, 4.5186], [3.9594, -2.0307, 6.4311], [4.8479, -2.1128, 4.9295], [3.1892, -2.6186, 4.9629], [0.6503, 2.0900, 5.5058], [0.0298, 1.0953, 4.1038], [0.8890, 2.4582, 3.7611], [0.4775, 2.6218, -0.8924], [-0.1309, 3.6670, -0.1790], [0.5453, 4.7032, 0.1759], [1.7483, 4.9174, -0.0309], [-0.3559, 5.4940, 0.7633], [0.1272, 6.7243, 1.4548], [1.5173, 2.4504, -0.6142], [0.4197, 2.8176, -1.9631], [-0.0531, 1.6774, -0.7719], [1.0748, 7.1013, 1.0702], [0.1335, 6.6116, 2.5390], [-0.5759, 7.5196, 1.2075], [3.1868, -2.6490, -0.6930], [4.0206, -1.5603, -0.3529], [4.4649, -1.5253, 0.9883], [4.2054, -2.3264, 1.8372], [5.4782, -0.6238, 1.1045], [6.2039, -0.3659, 2.3060], [3.6303, -3.1284, -1.5657], [2.2968, -2.0704, -0.9403], [2.8842, -3.3949, 0.0420], [5.7299, 0.5354, 2.6945], [7.2640, -0.1894, 2.1241], [6.1673, -1.1126, 3.0992], [-0.1194, -4.4283, -3.5684], [0.8862, -5.3880, -3.4456], [2.1248, -5.0570, -3.5314], [2.5482, -3.9294, -3.6773], [2.8781, -6.0917, -3.3786], [4.2742, -6.0827, -3.7662], [-0.0642, -3.7600, -2.7091], [-1.0452, -5.0032, -3.5470], [-0.0995, -3.7102, -4.3882], [4.5242, -6.9596, -4.3634], [4.9260, -5.8635, -2.9206], [4.5699, -5.2011, -4.3348], [-6.8849, 0.2628, -2.6627], [-6.1454, 0.1675, -1.4955], [-6.1976, -0.8216, -0.6417], [-7.0984, -1.5834, -0.4343], [-5.0056, -0.8515, 0.0260], [-4.7856, -1.6190, 1.1807], [-7.9715, 0.2669, -2.5765], [-6.4360, -0.4429, -3.3616], [-6.7220, 1.2893, -2.9910], [-5.4869, -1.5142, 2.0085], [-3.7871, -1.3946, 1.5558], [-4.7233, -2.6429, 0.8121], [-1.5860, 0.0881, 1.2624], [-1.0586, -0.9660, 0.4027], [-0.2138, -1.9134, 0.8277], [0.1561, -2.8459, 0.1015], [0.2069, -1.5935, 2.1040], [1.0270, -2.5801, 2.7926], [-2.1536, 0.7072, 0.5676], [-0.9552, 0.7393, 1.8675], [-2.2351, -0.2809, 2.0565], [1.7903, -3.0355, 2.1616], [0.5830, -3.4173, 3.3312], [1.5965, -2.0278, 3.5401]], "lowdin_charge": [-0.0626, -0.0373, -0.4570, 0.1076, -0.0350, -0.0466, 0.1098, 0.0786, 0.0895, 0.0963, 0.0944, 0.0947, -0.0565, -0.0114, -0.5219, 0.0935, -0.0283, -0.0485, 0.0978, 0.0999, 0.0970, 0.0757, 0.1040, 0.0792, -0.0643, -0.0176, -0.6078, 0.1188, 0.0233, -0.0085, 0.0940, 0.0829, 0.0880, 0.1064, 0.0834, 0.0908, -0.0168, -0.0070, -0.6104, 0.0970, -0.0114, 0.0081, 0.1056, 0.0974, 0.0888, 0.0887, 0.0897, 0.0854, -0.0573, -0.0248, -0.4963, 0.1209, -0.0164, -0.0373, 0.0856, 0.0761, 0.0906, 0.0971, 0.0928, 0.0775, -0.0426, 0.0445, -0.6775, 0.1028, 0.0340, -0.0134, 0.0819, 0.1061, 0.0893, 0.0969, 0.0934, 0.0873, -0.0498, 0.0004, -0.5894, 0.1442, -0.0232, -0.0477, 0.1001, 0.1082, 0.0928, 0.1052, 0.0619, 0.1003, -0.0352, -0.0037, -0.5175, 0.0854, -0.0159, -0.0160, 0.0760, 0.0828, 0.0820, 0.0713, 0.1049, 0.0545]}

***

Most stable: model two. Least stable: model one.